Entry 1:
Molecular formula: C4H8OS
Method: DFT, ωB97M-V/def2-TZVPD

Results
Energy (Ha): -630.50979
LUMO energy (eV): 0.681
SMILES: OCC1(S)CC1
F_max (Eh/bohr): 0.104

Each line ends with the Löwdin charge.
Positions of all 14 atoms, in Å:
1 C 1.12979 -0.56504 -0.64016  -0.2999
2 C 0.00627 0.23614 -0.12140  -0.8201
3 C 0.45328 1.24976 0.91738  -0.1027
4 C 0.36848 1.63164 -0.56037  -0.1392
5 H 0.54110 -1.62236 0.85713  0.1405
6 H 1.82441 0.46667 -0.64380  0.1548
7 H 0.89700 -1.05443 -1.52572  0.1050
8 H -1.99700 -0.98055 -1.13072  -0.1250
9 H -0.40592 1.46368 1.59858  0.1050
10 H 1.47239 1.18576 1.42548  0.1376
11 H 1.21000 1.52296 -1.11687  0.0373
12 H -0.41464 2.31198 -0.91602  0.1182
13 O 1.47985 -1.47945 0.35354  -0.1015
14 S -1.66956 -0.42332 0.06568  0.7898

Forces on atoms 1 to 3 (eV/Å):
1.5 2.6 3.1
-0.5 1.1 -0.8
0.1 -0.3 0.5


Entry 2:
Molecular formula: C37H33BrCl5Ge2N2O3Sn
Method: DFT, ωB97M-V/def2-TZVPD

Results
Energy (Ha): -11007.58228
LUMO energy (alpha / beta) (eV): -5.848 / -8.446
F_max (Eh/bohr): 0.004
Total charge: +2
Multiplicity: 2

Each line ends with the Löwdin spin population.
Positions of all 84 atoms, in Å:
1 Sn 1.58516 0.59539 -0.63084  0.0008
2 O -2.57474 -3.07312 -2.42148  0.0000
3 C -1.65087 -2.95645 -3.44257  0.0001
4 C -1.85918 -3.62020 -4.64185  0.0000
5 C -0.93278 -3.50199 -5.66436  0.0001
6 C 0.21065 -2.72961 -5.49334  0.0000
7 C 0.43551 -2.09811 -4.28306  0.0000
8 C -0.49222 -2.20587 -3.24981  0.0001
9 C -0.19898 -1.60891 -1.90754  0.0001
10 O -0.03607 -0.17223 -1.90276  0.0032
11 N 1.09820 -2.13477 -1.48338  0.0000
12 N 1.50001 -1.62626 -0.25376  -0.0004
13 C 1.87428 -2.41437 0.68205  -0.0001
14 C 2.49092 -1.99867 1.91837  0.0004
15 Br 3.19632 -0.23320 1.98689  0.0034
16 C 2.67813 -2.81288 2.97091  0.0000
17 C 2.13377 -4.15743 3.13279  0.0000
18 C 2.91055 -5.10704 3.80473  0.0000
19 C 2.44961 -6.40139 3.95946  0.0000
20 C 1.19501 -6.75497 3.47799  0.0000
21 C 0.39622 -5.81018 2.84888  0.0000
22 C 0.86047 -4.51681 2.67684  0.0000
23 H -3.28318 -2.43570 -2.59023  0.0000
24 H -2.75463 -4.21624 -4.75761  0.0000
25 H -1.09933 -4.01956 -6.59973  0.0000
26 H 0.93329 -2.64319 -6.29341  0.0000
27 H 1.34109 -1.52334 -4.12840  0.0000
28 H -0.99243 -1.85600 -1.19777  0.0001
29 H 1.12217 -3.15046 -1.52500  0.0000
30 H 1.76966 -3.48905 0.54002  0.0000
31 H 3.30035 -2.44741 3.78132  0.0000
32 H 3.88347 -4.82862 4.19027  0.0000
33 H 3.06265 -7.13406 4.46584  0.0000
34 H 0.83023 -7.76402 3.61424  0.0000
35 H -0.59538 -6.07797 2.50995  0.0000
36 H 0.20959 -3.76862 2.24018  0.0000
37 Cl -2.80239 3.53848 4.92021  0.1279
38 C -1.91030 2.65961 3.80331  0.2357
39 C -1.12865 3.35281 2.83070  0.0170
40 Cl -1.10444 5.05256 2.82729  -0.0027
41 C -0.41549 2.64398 1.90674  0.0928
42 Cl 0.55027 3.42391 0.73481  0.0302
43 C -0.46141 1.20473 1.87860  0.1351
44 O 0.13781 0.51278 1.02111  0.1903
45 C -1.24494 0.53159 2.89464  0.1250
46 Cl -1.27615 -1.16557 2.84377  0.0468
47 C -1.94915 1.24262 3.82977  -0.0049
48 Cl -2.89777 0.44331 4.99679  -0.0124
49 C 1.48959 1.58617 -4.75889  0.0000
50 Ge 0.12655 2.67311 -3.87452  0.0002
51 C 0.98711 3.98928 -2.71215  0.0002
52 C -1.07132 3.55397 -5.13442  0.0001
53 Ge -1.30531 1.10668 -2.63705  0.0004
54 C -2.26999 1.68789 -1.05070  0.0012
55 C -2.84043 0.78309 -0.15147  0.0032
56 C -3.67691 1.22587 0.86387  0.0015
57 C -3.95055 2.58306 0.99684  0.0011
58 C -3.38062 3.49456 0.11964  0.0010
59 C -2.54659 3.04635 -0.89845  0.0015
60 C -2.54710 0.16222 -3.78477  0.0001
61 C -2.21970 -0.05604 -5.12428  0.0000
62 C -3.12862 -0.64578 -5.98757  0.0000
63 C -4.38034 -1.02684 -5.52170  0.0000
64 C -4.72742 -0.79956 -4.19735  0.0000
65 C -3.81944 -0.19596 -3.33445  0.0001
66 H 2.14852 2.24050 -5.33079  0.0000
67 H 1.04741 0.86391 -5.44444  0.0000
68 H 2.10145 1.04410 -4.03606  0.0000
69 H 1.47021 4.72895 -3.35214  0.0000
70 H 1.75962 3.54309 -2.08445  0.0000
71 H 0.26798 4.50943 -2.08058  0.0001
72 H -0.49033 4.20682 -5.78624  0.0000
73 H -1.80833 4.16234 -4.61050  0.0000
74 H -1.59868 2.82776 -5.75107  0.0000
75 H -2.64654 -0.28133 -0.24664  0.0005
76 H -4.13406 0.51121 1.53820  -0.0001
77 H -4.62334 2.92592 1.77352  0.0002
78 H -3.59799 4.55063 0.21469  0.0001
79 H -2.12287 3.77140 -1.58601  0.0000
80 H -1.24279 0.22385 -5.50219  0.0000
81 H -2.86165 -0.81005 -7.02321  0.0000
82 H -5.09172 -1.48620 -6.19506  0.0000
83 H -5.71252 -1.07066 -3.83997  0.0000
84 H -4.12305 0.01739 -2.31576  0.0001

Forces on atoms 1 to 3 (eV/Å):
0.0 0.0 0.0
0.1 0.1 0.0
0.0 0.0 0.0


Entry 3:
Molecular formula: C3H2Cl3O4
Method: DFT, ωB97M-V/def2-TZVPD

Results
Energy (Ha): -1797.16470
LUMO energy (eV): 3.387
SMILES: O=C(O)[C@@](O)(Cl)C([O-])(Cl)Cl
F_max (Eh/bohr): 0.047
Total charge: -1

Each line ends with the Löwdin charge.
Positions of all 12 atoms, in Å:
1 C -1.40839 -0.16814 0.19083  -0.6423
2 C -0.07471 0.32685 -0.41182  -0.8300
3 C 1.25374 -0.34007 0.32785  -1.3397
4 O -2.43275 -0.17757 -0.48907  0.0417
5 O -1.30800 -0.39759 1.44147  0.0654
6 O -0.01419 0.26558 -1.76802  -0.0749
7 O 1.12472 -0.27762 1.59769  -0.2270
8 Cl -0.08116 2.03305 0.14187  0.6967
9 Cl 1.44203 -2.13918 -0.19890  0.4764
10 Cl 2.61701 0.54993 -0.29918  0.6133
11 H -0.89436 0.52195 -2.21243  0.1496
12 H -0.22394 -0.19718 1.67971  0.0708

Forces on atoms 1 to 3 (eV/Å):
-0.7 0.4 -1.2
0.5 -1.1 -0.2
-2.4 0.4 0.2


Entry 4:
Molecular formula: C33H38InO19
Method: DFT, ωB97M-V/def2-TZVPD

Results
Energy (Ha): -2899.91055
LUMO energy (eV): 0.147
F_max (Eh/bohr): 0.009
Total charge: -1

Each line ends with the Löwdin charge.
Positions of all 91 atoms, in Å:
1 C -1.75898 -0.70775 -1.81181  -0.0966
2 O -2.73039 -1.22710 -0.91808  -0.2074
3 C -3.81793 -0.35573 -0.68846  -0.2474
4 C -3.60328 0.58237 0.49249  -0.1667
5 C -3.01205 -0.07373 1.75309  -0.2033
6 C -1.56667 0.36369 2.06381  -0.2898
7 C -0.46176 -0.60056 1.59524  -0.2987
8 In 1.21398 0.46193 0.66392  0.5299
9 O 0.23203 1.69494 -0.74556  -0.3802
10 C 0.71188 2.96285 -0.98697  -0.3779
11 C 0.09440 4.05584 -0.07711  -0.4057
12 C -1.14043 4.68652 -0.69053  -0.0569
13 O -0.24053 3.46804 1.18163  -0.0754
14 H -1.02210 -1.49223 -1.96764  0.0701
15 H -2.22262 -0.44691 -2.77326  0.0853
16 H -1.25322 0.17512 -1.40772  0.0650
17 H -4.69500 -0.99149 -0.52778  0.1121
18 H -4.00447 0.23948 -1.59300  0.1112
19 H -2.96382 1.41247 0.17917  0.1018
20 H -4.58589 1.01191 0.72140  0.1024
21 H -3.65788 0.15265 2.59785  0.0709
22 H -3.03017 -1.16014 1.62221  0.1005
23 H -1.42824 1.35156 1.61884  0.0587
24 H -1.46395 0.51564 3.14423  0.0933
25 H -0.86062 -1.27680 0.83535  0.0138
26 H -0.09433 -1.20433 2.42742  0.0157
27 H 2.36549 -0.58542 -0.20832  -0.1123
28 H 2.09910 1.49374 1.82266  -0.0764
29 H 0.47332 3.26930 -2.02215  0.0969
30 H 1.81264 3.03065 -0.90222  0.0863
31 H 0.85070 4.83483 0.08233  0.1341
32 H -0.93066 5.09012 -1.68260  0.0719
33 H -1.91829 3.92400 -0.77336  0.0798
34 H -1.52528 5.49979 -0.06998  0.0689
35 H 0.00462 4.07661 1.88185  0.0867
36 C 2.92909 2.30120 -3.15976  0.0898
37 C 3.90206 1.55558 -3.70921  -0.2074
38 C 5.11761 2.15329 -4.40672  -0.3100
39 O 5.92384 1.35298 -4.85383  0.0896
40 C 5.24433 3.58446 -4.50394  0.0607
41 C 4.27304 4.33384 -3.96199  -0.2296
42 C 3.05806 3.73427 -3.25493  -0.2860
43 O 2.27012 4.55880 -2.82292  0.0883
44 O 4.24444 5.65278 -3.97353  0.1081
45 O 3.92467 0.23495 -3.71829  0.1031
46 H 2.06976 1.87915 -2.65289  0.1195
47 H 6.10541 4.00178 -5.00579  0.1295
48 H 3.41695 5.88606 -3.49495  0.1161
49 H 4.75504 -0.02152 -4.17545  0.1181
50 C 4.70754 1.90358 5.70802  0.0594
51 C 3.60754 1.44017 5.08274  -0.2300
52 C 3.57167 0.08403 4.38382  -0.3127
53 O 2.49271 -0.22241 3.92787  0.0754
54 C 4.78615 -0.70012 4.30957  0.0802
55 C 5.87742 -0.22344 4.92074  -0.2378
56 C 5.89435 1.09881 5.67281  -0.3223
57 O 6.96307 1.39100 6.19549  0.0696
58 O 7.05439 -0.83567 4.95286  0.0973
59 O 2.46712 2.08097 4.99660  0.1151
60 H 4.73941 2.85896 6.21183  0.1288
61 H 4.76475 -1.64034 3.77751  0.1362
62 H 7.63197 -0.23801 5.47332  0.1093
63 H 1.89207 1.53316 4.41035  0.1139
64 C 0.12503 -3.45514 -4.63352  0.0795
65 C 0.38162 -4.38044 -5.56813  -0.2352
66 C 1.79456 -4.78939 -5.96591  -0.3197
67 O 1.86488 -5.65262 -6.83055  0.0750
68 C 2.91700 -4.16345 -5.32598  0.0620
69 C 2.66845 -3.23734 -4.38056  -0.2254
70 C 1.25324 -2.82538 -3.98510  -0.2937
71 O 1.20938 -1.96226 -3.13544  0.1147
72 O 3.57604 -2.58748 -3.69465  0.1136
73 O -0.54326 -5.03906 -6.25056  0.1032
74 H -0.87409 -3.15632 -4.34898  0.1344
75 H 3.91556 -4.45995 -5.61361  0.1300
76 H 3.08998 -1.98768 -3.07916  0.1113
77 H -0.04181 -5.63867 -6.84275  0.1115
78 C -8.56912 -2.55439 3.91741  0.0637
79 C -7.57665 -1.65449 4.01026  -0.2307
80 C -6.15133 -1.95361 3.56094  -0.2955
81 O -5.35753 -1.04305 3.69738  0.1070
82 C -5.84271 -3.25451 3.01580  0.0822
83 C -6.83619 -4.15023 2.92426  -0.2333
84 C -8.26089 -3.84901 3.36626  -0.3149
85 O -9.06531 -4.75546 3.21700  0.0869
86 O -6.70051 -5.37612 2.44704  0.1129
87 O -7.70937 -0.43414 4.48896  0.1179
88 H -9.58187 -2.34985 4.23375  0.1314
89 H -4.82927 -3.45490 2.69730  0.1404
90 H -7.59184 -5.77844 2.50015  0.1148
91 H -6.81816 -0.02681 4.41215  0.1228

Forces on atoms 1 to 3 (eV/Å):
0.0 0.1 0.2
-0.2 -0.2 -0.2
0.2 0.0 0.0


Among the records above, which one has the lowest F_max?
C37H33BrCl5Ge2N2O3Sn


Look up the F_max of the fourth one.
0.009 Eh/bohr


Among the records above, which one has the lowest energy?
C37H33BrCl5Ge2N2O3Sn


The highest energy belongs to which entry?
C4H8OS